{"formula": "C72H100N8O32P4", "method": "wB97M-V/def2-TZVPD", "elements": ["H", "O", "H", "H", "C", "C", "O", "C", "H", "H", "H", "C", "H", "H", "H", "H", "O", "C", "H", "O", "C", "H", "O", "O", "H", "P", "O", "C", "C", "H", "H", "H", "H", "H", "C", "H", "C", "H", "O", "C", "O", "C", "O", "H", "H", "C", "N", "H", "N", "O", "H", "H", "C", "H", "C", "H", "H", "H", "H", "O", "H", "O", "C", "C", "H", "C", "H", "H", "C", "H", "C", "H", "H", "H", "H", "H", "H", "O", "C", "H", "O", "H", "H", "N", "C", "O", "H", "H", "O", "H", "H", "H", "H", "C", "O", "C", "H", "C", "C", "O", "C", "H", "H", "H", "H", "O", "H", "N", "O", "C", "H", "C", "C", "O", "C", "P", "C", "O", "H", "H", "C", "O", "H", "P", "C", "O", "H", "N", "O", "C", "H", "C", "O", "N", "H", "C", "H", "C", "C", "C", "O", "C", "C", "H", "C", "C", "C", "C", "H", "H", "C", "H", "O", "H", "H", "C", "H", "O", "C", "C", "H", "H", "C", "H", "H", "C", "C", "H", "H", "C", "H", "O", "C", "C", "H", "C", "C", "C", "C", "H", "C", "H", "C", "H", "C", "H", "H", "C", "C", "H", "N", "C", "H", "H", "H", "C", "H", "H", "O", "C", "H", "H", "C", "C", "N", "C", "H", "H", "H", "H", "P", "H", "C", "H", "H", "H"], "xyz": [[7.78104, -2.09413, -0.60301], [2.72297, 3.33200, -0.62847], [4.61579, 3.56698, -1.49381], [3.93304, 6.06534, 2.21669], [1.26011, 0.15478, -4.33776], [-3.60280, -1.52267, -1.22056], [-7.48976, 2.26177, 3.17600], [-3.00994, -1.31940, -5.07936], [4.19004, -1.39171, 3.63463], [-5.33065, -9.00281, 1.68307], [-1.39517, -9.05400, -2.57091], [2.60241, 1.99776, -4.99840], [7.83235, 2.24552, 1.08786], [8.10384, 0.63620, -0.77681], [-4.48531, -3.05982, 4.51641], [-3.82740, 8.21803, -2.94140], [-1.51259, 0.42392, -0.54875], [-0.29377, -7.17797, -2.75214], [6.66542, -1.63038, 3.90469], [-2.35993, -1.87772, -0.67407], [-2.09197, 5.38589, 2.63251], [6.91000, 0.06520, 4.01495], [-2.84782, 7.00097, -1.56475], [4.71756, 0.11628, 2.39716], [-3.84850, -2.16991, -2.06216], [5.65884, 1.20478, 1.82352], [-2.80542, -5.51528, 0.56284], [-3.13047, 7.36282, -2.95573], [-1.59341, 0.40171, 5.32461], [-5.11932, -3.50919, -6.50293], [-2.69549, -3.33998, 6.07197], [9.72988, 1.34228, -0.18628], [2.42545, 0.88223, -0.52371], [-3.09697, 5.86201, 2.54417], [3.72483, 1.11220, -4.88378], [5.22184, -0.54951, -0.10471], [0.97009, 7.48188, -1.10183], [-4.08285, 6.58028, -4.67076], [7.06618, 0.37534, 1.62730], [5.62282, 6.18739, 0.98388], [4.60562, -2.27465, -4.65455], [2.37031, 2.71564, 3.08457], [5.86232, -0.52624, -4.80755], [-2.19190, 7.55811, -3.51892], [6.34975, 5.59528, 0.46110], [-6.25210, -7.98539, 3.29624], [-7.10644, -4.39299, 3.37061], [0.06783, -3.55527, -0.79138], [-4.22677, -5.42387, -2.49034], [-4.16587, 0.56856, -4.29754], [2.13938, -1.84229, -4.05229], [1.49144, -2.49420, -1.14815], [0.71943, -2.70553, -0.37717], [1.68846, 7.69510, 0.84675], [2.28085, -0.73573, -4.30160], [8.77437, 1.13943, 2.16298], [-7.22822, -6.62146, 4.72533], [-0.43753, 4.91259, 1.28821], [0.14074, 2.22433, 0.19805], [-2.04131, 5.73375, 0.18872], [-6.08226, -4.80063, 1.15546], [-0.68472, -5.29040, 0.88899], [-3.35257, -3.95283, 2.85074], [-1.30015, 1.63655, -1.30663], [-1.54115, 5.80655, 3.48100], [-4.21825, -3.13635, -6.06857], [-2.18517, 4.25757, 2.75156], [-4.57517, -1.28843, 0.81819], [6.17994, -2.85854, -1.78987], [-5.03576, 6.51511, -3.23694], [-5.76534, -8.06188, 2.03460], [0.47983, 2.13414, -4.78062], [-6.19843, -8.82156, 3.94236], [-0.02767, -4.80612, 3.11064], [0.36026, 2.15012, 3.19064], [-0.71225, 6.64025, 1.45693], [5.20004, 4.80873, 2.57797], [1.00815, -1.27400, 3.81929], [5.13317, -3.51561, 0.68050], [2.84850, -0.89487, -0.79877], [-7.43232, -3.51109, 2.56717], [6.04114, 6.98877, 1.64032], [-6.31706, 0.30938, -1.10336], [4.79825, -1.06767, -4.65709], [-4.70447, -1.84925, -0.13439], [1.22210, 0.44365, 5.12611], [-0.99869, 0.63590, 6.16427], [4.78259, -3.68687, 1.67012], [-0.49513, 7.45046, -0.86690], [4.70336, 1.39257, -5.17367], [9.24804, -0.25150, 0.04094], [-4.62064, 0.88138, 4.01356], [2.82549, -0.17640, 0.74764], [-2.84315, -5.99822, -2.70949], [4.13200, 4.33160, 1.01503], [6.36292, -2.94726, 0.56256], [0.40840, -5.24132, -3.11876], [-4.87103, 1.83200, -1.11360], [-1.80990, -3.33140, -5.66494], [-6.29064, 4.03318, 3.16295], [0.99413, 2.86967, 3.66964], [2.71913, 3.00080, -5.45926], [4.50179, -3.69448, -2.66903], [6.59319, -2.69630, -2.74837], [-0.23039, 3.45986, -0.95698], [2.18749, 2.74277, 1.60675], [-5.70537, -1.66289, -0.63091], [-6.63792, 2.99421, 2.70221], [-0.74393, -1.16853, -2.50748], [-1.85039, -2.06301, -5.06600], [-3.64345, -0.49689, -1.59165], [-1.70964, -5.21681, -2.88547], [-3.03410, -3.94175, -6.13547], [5.04187, 1.45539, 0.34808], [-3.50713, -3.46736, 4.17556], [2.62950, 4.00993, 0.74769], [3.56615, -0.21031, -4.55551], [-2.04615, 0.72461, -4.61047], [-3.80340, 3.72541, -0.90296], [3.44275, 2.81326, -2.47069], [-2.48817, -3.59699, 5.05341], [-5.01032, -6.22185, -2.00086], [-1.02988, -1.54485, -4.66841], [-1.16003, -1.00226, -1.11071], [-0.67739, 2.64905, -0.41680], [-7.04179, -4.20159, 4.59311], [-4.51780, 1.65629, -2.08749], [-3.05130, 0.11065, -4.66501], [8.23077, -2.33727, 1.80689], [-2.85412, 0.09314, 3.02227], [3.12235, 3.49502, 3.36167], [-4.41720, 2.94235, -0.40909], [1.74494, 5.19666, 0.75371], [7.17859, -2.92782, 1.83566], [0.54042, -2.95059, 1.77220], [3.10740, 0.01804, -0.27140], [-5.33950, -6.99634, 0.20116], [4.43820, -3.73724, -0.47812], [4.70379, 5.37026, 1.79093], [-4.00647, 6.39202, -3.58425], [-0.02561, -1.48909, -0.01871], [-2.67838, -7.36480, -2.50543], [-1.53385, -0.30899, 3.09048], [0.62231, -7.68814, -2.95366], [8.84435, 0.71957, 0.01123], [-4.87449, 3.27815, 0.83472], [4.91449, -3.37795, -1.73950], [8.14938, 1.22846, 1.29083], [4.97622, 6.65396, 0.21350], [-4.49426, 4.14284, 1.32949], [-6.19266, -5.77015, 1.66995], [-4.12417, -4.03228, 2.11096], [-0.94818, 5.29166, -2.10128], [4.30155, 0.24338, 4.39933], [0.71034, 3.86303, 3.46111], [-6.41243, 1.44809, 0.71066], [1.57352, -4.22989, 0.86824], [-4.51588, -4.26093, -2.71256], [3.28634, 4.89152, -2.43619], [-5.78036, -6.93369, 1.15247], [-0.62003, 1.32992, -2.14232], [-1.81250, -4.18091, -3.02947], [-6.00940, 2.58209, 1.34155], [2.54699, 8.79016, -0.16035], [-4.51551, -2.93629, -0.04941], [6.87885, -2.53996, -0.59184], [3.55993, 3.62876, -1.75787], [-3.62847, 5.40567, -3.54140], [-0.97604, -0.66780, 2.27707], [-0.88254, -0.10105, 4.27469], [2.29484, 5.12336, -2.77917], [5.82233, 2.39332, 2.65989], [4.57156, 0.30887, -0.41607], [-5.91266, 1.07495, -0.52451], [-7.23235, 0.91423, 1.08638], [-1.43005, -7.99145, -2.57049], [-6.84994, -6.78244, 3.76027], [6.18684, -0.74771, 4.27884], [-3.58897, 0.55901, 4.11570], [2.12848, -2.53407, 1.24135], [-6.69808, -5.74809, 2.92387], [-3.24906, 0.08412, 1.98110], [-2.89450, 0.83564, 5.27113], [3.50487, 5.68244, -1.66212], [-4.19642, -1.86768, -5.59232], [1.06243, 2.79448, 4.77973], [-3.47705, -7.99146, -2.27980], [4.84741, -0.49631, 3.73988], [-1.21274, 5.65428, 1.37622], [-2.95839, -4.94638, -6.52529], [0.59077, -0.32500, 4.45287], [-2.10682, -4.40364, 2.49878], [0.93144, 9.25836, 0.21196], [3.41472, -4.12087, -0.42575], [-0.36752, -3.90161, 5.41576], [1.34806, 1.49539, -4.65203], [-2.27609, 1.99908, -1.69736], [1.15271, 7.87095, -2.05284], [6.89041, -3.65116, 2.76936], [-0.45032, -5.83848, -2.96167], [-3.23648, 1.31203, 6.17477], [4.69748, 0.58637, -1.47453], [-1.00497, -4.42758, 3.38118], [-1.22195, -4.01925, 4.64888], [-1.85627, -5.09216, 1.17973], [1.28262, -3.15959, 0.98544], [0.27705, -0.24427, -4.19308], [-5.06338, -1.25612, -5.82380], [2.75968, 1.69835, 3.30382], [6.07462, -0.79142, 5.38783], [-1.49617, 6.29930, -1.17084], [4.07257, 5.05295, -3.21271], [1.55935, 8.35264, -0.00626], [-1.44919, 3.03158, 0.23210], [1.38068, 6.47903, -1.13076], [-0.84526, -3.84350, -5.70943]], "forces_ev_per_angstrom": [[3.0, 1.4, -0.2], [-0.1, -1.0, -1.9], [0.0, 0.2, 0.5], [0.3, -0.9, -0.2], [-2.0, -0.3, 0.1], [-2.7, -0.2, 0.4], [0.4, 0.0, -0.2], [-1.6, -0.4, -0.7], [0.7, 0.6, 0.3], [-0.2, 0.4, 0.1], [0.2, -0.6, 0.3], [0.8, -0.7, 0.0], [-0.1, 0.2, 0.4], [0.0, 0.7, -0.5], [0.8, -0.5, -0.4], [1.3, 0.6, 0.5], [-0.5, -0.5, -0.1], [-1.3, -1.7, -0.8], [0.0, -0.6, 0.0], [-0.1, -0.6, 0.5], [0.2, -0.9, -1.0], [-0.8, -0.4, 0.6], [-0.4, 0.6, -1.2], [0.0, -1.3, 0.4], [0.3, 0.0, -0.1], [0.7, -0.4, -0.8], [-0.3, 0.3, -0.4], [0.4, 1.4, 0.7], [1.3, 1.0, 0.7], [-0.5, -0.3, -0.1], [0.2, 0.2, 0.5], [-0.6, 0.2, -0.4], [0.9, -0.9, -0.3], [0.8, -0.4, 0.1], [-1.3, 0.9, -0.5], [-0.7, 0.5, -0.7], [-0.6, -0.1, 1.0], [0.2, 0.3, 0.3], [-2.5, 0.8, -0.4], [-0.5, 1.5, -0.6], [0.3, 0.3, 0.2], [0.5, -0.5, -0.9], [0.5, 0.0, 0.2], [-0.6, 0.0, 0.5], [0.7, -0.2, 0.0], [-1.2, 1.1, 0.9], [-0.2, 1.4, 1.3], [0.4, 1.5, 0.5], [0.1, -0.6, 0.6], [1.6, -0.9, -0.8], [0.1, 1.8, -0.5], [-0.4, 0.1, 0.5], [-0.6, -0.8, 0.7], [-0.3, 0.2, 0.5], [2.0, -1.8, 0.5], [0.7, 0.6, 0.1], [-0.5, -0.1, 1.1], [0.1, -0.3, -0.3], [-0.5, -0.1, -0.3], [0.3, -0.5, 1.0], [-0.3, -0.8, 0.0], [-0.8, 0.1, -0.2], [0.5, 0.2, 0.5], [0.7, -0.4, -1.5], [-0.3, -0.2, 0.0], [1.8, -2.3, -0.6], [-0.2, 1.4, 0.1], [-0.2, -0.5, -0.7], [0.3, 0.9, 1.3], [0.2, -0.5, 0.3], [0.5, 0.2, -2.0], [-0.1, -0.3, 0.3], [-0.1, -0.7, 0.5], [-0.2, 0.1, -0.3], [-0.6, -0.3, 0.1], [-0.2, -0.5, 0.1], [0.2, 0.3, 0.4], [0.8, -0.1, 0.1], [-0.6, 0.0, -0.3], [0.0, 0.1, -0.5], [0.5, -1.5, 0.8], [0.0, -0.7, -0.7], [-0.8, -1.3, -0.5], [-1.7, -0.2, -0.2], [0.6, 0.2, -1.7], [0.4, -0.2, 0.5], [0.4, 0.2, 1.2], [-0.5, -0.6, 0.4], [1.2, 0.9, 0.2], [0.7, 0.6, -0.2], [0.4, -1.5, 0.8], [0.1, -0.2, -0.2], [0.1, -0.2, 0.7], [0.6, 0.0, 0.7], [0.2, -0.1, -0.2], [0.0, -0.4, 2.8], [0.7, 0.7, -0.2], [-1.7, 0.2, 2.0], [-1.7, -0.5, 0.1], [0.7, 1.3, 0.6], [1.5, 0.3, 1.3], [0.0, -0.7, 0.7], [-0.8, 0.0, -0.3], [0.7, 0.5, -0.7], [-0.1, 0.5, -0.5], [0.6, 0.6, 0.6], [1.1, -0.4, 0.9], [-0.3, -1.6, -2.0], [-0.2, 0.3, 0.0], [-0.7, 0.1, -1.0], [0.2, 0.1, 0.3], [-0.2, -1.1, -0.3], [1.3, 2.4, 1.2], [0.3, -0.1, 1.2], [-2.0, -0.3, -1.5], [-0.5, 0.6, 0.1], [-0.4, -0.2, 0.1], [1.9, 1.0, -0.2], [0.1, -1.0, 0.4], [-0.4, -0.3, 0.2], [0.6, 0.3, 0.5], [0.0, 0.3, -0.3], [1.3, 0.0, 0.4], [2.6, -0.1, 1.8], [0.7, -0.4, 0.9], [-0.2, -0.2, -1.3], [0.3, -0.4, -1.1], [-3.1, -1.0, 1.3], [0.3, 0.8, -0.4], [-0.7, -0.4, -1.6], [-0.6, -0.7, 0.0], [0.8, 1.0, -1.1], [0.3, -0.4, 0.7], [1.3, -0.6, -0.6], [0.2, -0.6, -0.4], [-1.2, 0.9, 0.7], [0.4, -0.1, -1.1], [-2.2, 0.0, -0.3], [-0.9, -0.1, 1.7], [-1.3, -0.8, -2.0], [-0.9, -0.1, -2.2], [1.2, -0.1, -0.2], [0.2, 0.4, 0.6], [0.8, 0.1, 0.3], [-0.2, 0.9, 0.6], [-2.3, -0.2, 1.0], [1.2, -0.9, 1.1], [1.2, -1.0, -1.0], [0.6, 0.1, 0.2], [0.1, 0.5, 0.3], [0.3, 2.0, -1.6], [-0.4, 0.3, 0.0], [-0.3, 0.4, -0.1], [0.5, -0.9, -0.6], [-0.9, 1.2, -0.4], [-0.8, -0.2, -0.7], [-0.2, 0.8, 0.6], [0.9, -0.5, -0.3], [1.4, 2.9, 0.8], [0.6, -2.4, 1.5], [-0.7, 0.6, 0.4], [0.0, 1.2, -0.1], [2.2, 0.8, 1.1], [0.1, -0.4, -0.7], [-0.6, 0.4, 0.6], [-1.7, -1.2, -2.7], [0.3, -1.8, 0.0], [0.1, -1.3, 0.4], [0.4, -0.4, -1.3], [-0.1, 0.0, 0.7], [-0.5, -0.5, -0.4], [0.0, 0.4, -0.3], [0.6, -0.2, -0.3], [2.2, 2.0, -0.4], [-1.0, -0.7, 0.7], [-0.3, 2.3, -0.3], [1.6, -1.8, -0.6], [1.7, 0.9, 0.7], [0.0, 0.9, -0.8], [0.4, 0.0, 0.0], [-1.2, 2.5, 0.3], [-0.2, -0.1, 1.1], [0.3, -1.0, 0.4], [-0.2, -0.3, -0.8], [0.2, 1.5, -0.1], [-0.3, -0.3, -0.9], [-1.5, -0.7, 0.1], [-3.0, 1.2, -0.2], [-0.6, 1.3, 0.8], [-0.4, 0.0, -0.1], [-1.9, -0.6, -1.2], [1.2, -0.8, -0.2], [0.2, -1.1, -0.1], [0.4, -0.1, 0.1], [-1.4, -0.6, -1.4], [1.4, 0.9, -1.0], [0.7, -0.5, 0.1], [-0.2, 0.9, -1.7], [-1.2, 0.0, -0.2], [-1.1, 0.7, 0.6], [-0.7, 0.0, -0.1], [0.6, -0.2, 0.3], [-0.1, -0.3, -0.9], [1.2, 1.0, 2.7], [0.5, -0.1, 1.1], [0.1, -0.1, -1.0], [-0.2, 0.1, 0.3], [0.1, 0.1, 0.7], [0.1, 0.8, -0.2], [0.3, -0.1, -0.8], [0.1, -1.2, -0.6], [-0.8, -0.2, 0.3], [-0.3, 0.5, 0.5], [-0.1, 0.3, 0.4], [-0.2, -0.1, 0.5], [-0.5, 0.0, 0.0]], "total_charge": 0, "gap_ev": 9.042, "e_tot_ha": -7014.2911, "max_force_ev_per_a": 3.5, "homo_energy_ev": -9.735, "smiles": "O=[N+]([O-])c1ccccc1.O=[N+]([O-])c1ccccc1.O=[N+]([O-])c1ccccc1.O=[N+]([O-])c1ccccc1.O=[N+]([O-])c1ccccc1.O=[N+]([O-])c1ccccc1.O=[N+]([O-])c1ccccc1.O=[N+]([O-])c1ccccc1.CCOP(=O)(OCC)OCC.CCOP(=O)(OCC)OCC.CCOP(=O)(OCC)OCC.CCOP(=O)(OCC)OCC", "lumo_energy_ha": -0.02547}